Entry 1:
60
Properties=species:S:1:pos:R:3 method="wB97M-V/def2-TZVPD" total_charge=0 e_homo_ev="-7.2 / -7.5" s_squared=6.0099 spin_multiplicity=5 de_lowest_ev=0.000 lumo_ev="0.29 / 0.29" homo_lumo_gap_ha="0.275 / 0.288"
Cr -0.4783 -0.1061 0.1106
C 2.1198 0.0423 -1.4129
N 1.7593 0.0568 0.0299
C 2.2989 1.2534 0.6997
C 1.6247 2.5318 0.2811
C 2.0855 3.7476 0.7789
C 1.3889 4.8934 0.4577
C 0.2572 4.7966 -0.3434
C -0.1187 3.5447 -0.7919
N 0.5551 2.4324 -0.4918
C 2.3068 -1.1155 0.7436
C 1.6338 -2.4243 0.4118
C 2.0999 -3.6144 0.9608
C 1.3914 -4.7710 0.7049
C 0.2512 -4.7136 -0.0852
C -0.1324 -3.4866 -0.5928
N 0.5576 -2.3691 -0.3575
C 0.9800 0.0303 -2.4089
C 1.2614 0.0190 -3.7671
C 0.2136 0.0175 -4.6681
C -1.0895 0.0194 -4.1992
C -1.2889 0.0199 -2.8300
N -0.2728 0.0319 -1.9667
H 2.7506 -0.8276 -1.6138
H 2.7229 0.9240 -1.6342
H 3.3833 1.3248 0.5254
H 2.1433 1.1344 1.7689
H 2.9545 3.7832 1.4238
H 1.7116 5.8543 0.8381
H -0.3245 5.6694 -0.6061
H -1.0014 3.4181 -1.4114
H 2.1557 -0.9342 1.8065
H 3.3875 -1.1934 0.5658
H 2.9809 -3.6207 1.5902
H 1.7158 -5.7125 1.1309
H -0.3407 -5.5954 -0.2889
H -1.0327 -3.3761 -1.1847
H 2.2913 0.0135 -4.1018
H 0.4136 0.0108 -5.7326
H -1.9395 0.0154 -4.8665
H -2.2797 0.0061 -2.3951
Cl -7.9880 0.0008 -0.1054
C -6.2902 -0.3202 -0.0879
C -5.3726 0.7233 -0.0511
Cl -5.9248 2.3598 -0.0201
C -4.0102 0.4610 -0.0397
Cl -2.8653 1.7592 0.0131
C -3.4844 -0.8499 -0.0627
O -2.2264 -1.1129 -0.0688
C -4.4463 -1.8845 -0.1048
Cl -3.8488 -3.5094 -0.1502
C -5.8088 -1.6282 -0.1154
Cl -6.9259 -2.9439 -0.1658
C -0.5989 0.5836 4.2390
C -0.4492 0.6666 2.7386
O -0.3678 1.7655 2.1795
O -0.3679 -0.4564 2.1109
H -1.1873 1.4242 4.5998
H 0.3940 0.6532 4.6909
H -1.0473 -0.3598 4.5413

Entry 2:
63
Properties=species:S:1:pos:R:3 method="wB97M-V/def2-TZVPD" total_charge=-1 e_homo_ev=-4.7 spin_multiplicity=1 de_lowest_ev=0.200 lumo_ev=2.49 homo_lumo_gap_ha=0.262
Pd -0.8314 1.1495 -1.0375
C 5.4179 -0.6308 1.0694
C 4.0542 -0.6635 0.4341
C 3.1451 -1.6854 0.7058
C 1.8653 -1.6770 0.1916
C 1.4140 -0.6544 -0.6609
N 0.1314 -0.5969 -1.1583
C -0.5353 -1.7914 -1.3650
C 0.0603 -2.8360 -2.0909
C -0.5971 -4.0230 -2.3428
C -1.9068 -4.2332 -1.9144
C -2.6503 -5.5006 -2.2395
C -2.5131 -3.2074 -1.2081
C -1.8393 -2.0271 -0.9162
N -2.4904 -1.0753 -0.0904
C -3.2260 -1.3287 1.0027
C -3.8207 -0.1531 1.3950
C -3.3700 0.7906 0.4767
N -2.5934 0.2274 -0.4482
C 2.3530 0.3448 -0.9520
C 3.6259 0.3563 -0.3985
N 2.0070 1.3917 -1.8512
C 2.7944 1.9587 -2.7837
C 2.1110 3.0287 -3.3159
C 0.8852 3.0414 -2.6433
N 0.8395 2.0555 -1.7560
H 5.7125 -1.6229 1.4125
H 5.4348 0.0350 1.9357
H 6.1778 -0.2782 0.3697
H 3.4366 -2.4901 1.3722
H 1.1714 -2.4606 0.4645
H 1.0701 -2.6891 -2.4535
H -0.0884 -4.7996 -2.9041
H -1.9587 -6.3154 -2.4564
H -3.2933 -5.3736 -3.1141
H -3.2862 -5.8126 -1.4097
H -3.5338 -3.3142 -0.8579
H -3.2516 -2.3194 1.4229
H -4.4385 0.0156 2.2579
H -3.5687 1.8459 0.4447
H 4.2819 1.1907 -0.6220
H 3.7706 1.5547 -2.9877
H 2.4462 3.6999 -4.0861
H 0.0317 3.6877 -2.7481
C 1.5388 1.3357 2.3319
C 0.0007 1.3706 2.4733
O -0.6653 0.7995 1.4733
C -0.3554 0.6390 3.7990
F -1.6727 0.6232 4.0650
F 0.0357 -0.6526 3.7301
F 0.2488 1.1487 4.9079
C -0.4102 2.8659 2.5987
F -0.1521 3.5063 1.4406
F -1.7171 3.0403 2.8545
F 0.2628 3.5542 3.5617
H 1.8360 0.2988 2.1791
H 2.0678 1.7503 3.1916
H 1.8052 1.9023 1.4391
N -1.8062 2.9417 -1.2497
C -2.4505 3.7586 -0.7120
N -3.0747 4.7343 -0.1759
C -4.3933 4.7386 -0.0804
N -5.5432 4.8302 0.0289

Entry 3:
65
Properties=species:S:1:pos:R:3 method="wB97M-V/def2-TZVPD" total_charge=+1 e_homo_ev=-11.2 spin_multiplicity=1 de_lowest_ev=0.121 lumo_ev=-4.90 homo_lumo_gap_ha=0.231
C 1.0400 -2.0183 -1.3153
C -0.0868 -1.2436 -1.1307
C -0.5288 -0.5301 -2.2181
C -1.7522 0.3294 -2.1976
C -2.9461 -0.4490 -1.6442
S -4.3242 0.7179 -1.5790
C -5.7139 -0.3212 -1.6306
N -6.9131 0.0198 -1.2750
N -7.7128 -1.0943 -1.5284
C -6.9273 -2.0020 -1.9967
O -5.6319 -1.5986 -2.1020
C 0.2220 -0.6254 -3.4000
N 1.2976 -1.3462 -3.5536
N 1.6557 -2.0333 -2.4754
H 1.4459 -2.6216 -0.5234
H -0.5781 -1.2125 -0.1774
H -1.5836 1.2494 -1.6460
H -1.9960 0.5702 -3.2260
H -2.7437 -0.8899 -0.6751
H -3.1920 -1.2509 -2.3275
H -7.1858 -2.9967 -2.2945
H -0.0986 -0.0732 -4.2661
H 2.4806 -2.6074 -2.5905
C -3.3550 -5.2433 -6.3584
C -4.5894 -5.2036 -5.8316
C -4.9627 -4.2139 -4.7587
O -6.1017 -4.2306 -4.3380
C -3.9416 -3.2915 -4.2734
C -2.7192 -3.3437 -4.8048
C -2.3497 -4.3159 -5.8877
O -1.2037 -4.2604 -6.2997
O -1.7018 -2.5492 -4.4446
O -5.5603 -6.0165 -6.2064
H -3.0745 -5.9474 -7.1287
H -4.2246 -2.5983 -3.4939
H -0.9683 -2.8303 -5.0332
H -6.3502 -5.7830 -5.6834
C 2.1132 3.1273 3.0904
C 1.8137 1.8443 2.8546
C 1.4173 1.3568 1.4898
O 1.1751 0.1631 1.3597
C 1.3379 2.3132 0.4093
C 1.6341 3.6033 0.6394
C 2.0554 4.0919 2.0048
O 2.3185 5.2701 2.1114
O 1.5851 4.5331 -0.2913
O 1.8486 0.9131 3.8018
H 2.4027 3.4856 4.0663
H 1.0405 1.9553 -0.5668
H 1.8494 5.3718 0.1394
H 1.5997 0.0697 3.3841
C 6.6609 3.6756 7.6953
C 6.2237 2.4287 7.9195
C 5.1550 1.7947 7.0700
O 4.8323 0.6512 7.3289
C 4.5702 2.5758 5.9924
C 5.0050 3.8236 5.7717
C 6.0919 4.4479 6.6073
O 6.4314 5.5788 6.3167
O 4.5377 4.6184 4.8137
O 6.6901 1.6578 8.8901
H 7.4298 4.1391 8.2968
H 3.7972 2.1060 5.4013
H 5.0522 5.4473 4.8920
H 6.2077 0.8117 8.8272

Entry 4:
60
Properties=species:S:1:pos:R:3 method="wB97M-V/def2-TZVPD" total_charge=0 e_homo_ev="-7.1 / -7.1" spin_multiplicity=1 de_lowest_ev=0.606 lumo_ev="-0.76 / -0.79" homo_lumo_gap_ha="0.232 / 0.232"
Ni 0.3620 -2.3980 -0.8250
C 0.0099 1.6720 5.1535
O 0.1744 2.9192 4.5026
C 1.0959 2.9911 3.5088
C 1.2228 4.2298 2.8800
C 2.1137 4.3904 1.8422
C 2.8824 3.3169 1.3841
C 2.7886 2.0975 2.0527
C 1.9027 1.9282 3.1040
N 3.7026 3.5762 0.2658
N 4.2858 2.6336 -0.3498
C 3.6743 1.4417 -0.6814
C 4.5242 0.3744 -0.9495
C 4.0808 -0.9478 -1.0324
C 2.7332 -1.2342 -0.8951
O 2.2091 -2.4348 -0.8899
C 1.8338 -0.1305 -0.7561
N 0.5198 -0.4969 -0.6705
C -0.3894 0.4392 -0.5052
C -0.0631 1.8017 -0.5501
C 1.2465 2.1822 -0.6721
C 2.2589 1.1998 -0.6983
H -0.7615 1.8226 5.9031
H 0.9335 1.3558 5.6447
H -0.3133 0.8986 4.4519
H 0.6096 5.0515 3.2239
H 2.2172 5.3487 1.3502
H 3.4206 1.2719 1.7552
H 1.8465 0.9660 3.5902
H 5.5821 0.5958 -1.0094
H 4.7819 -1.7599 -1.1676
H -1.4074 0.1166 -0.3552
H -0.8579 2.5306 -0.4933
H 1.5058 3.2286 -0.7486
N -3.5626 2.5351 -3.8418
C -3.4933 1.3804 -3.0893
C -3.8967 1.3800 -1.7520
C -3.7759 0.2361 -0.9844
C -3.2403 -0.9171 -1.5411
C -2.8444 -0.9337 -2.8732
C -2.9627 0.2073 -3.6389
S -3.1097 -2.3609 -0.5508
O -3.9900 -3.3533 -1.0956
O -3.2443 -1.9571 0.8232
N -1.5587 -2.8145 -0.8919
C -1.2001 -4.0643 -0.4791
N -1.9544 -4.9187 0.2111
C -1.3963 -6.0857 0.4806
C -0.0881 -6.4212 0.1312
C 0.6508 -5.4406 -0.4890
N 0.0945 -4.2812 -0.8242
H -4.1747 3.2627 -3.5154
H -3.5182 2.4398 -4.8415
H -4.3093 2.2831 -1.3194
H -4.0792 0.2265 0.0538
H -2.4348 -1.8396 -3.2985
H -2.6503 0.2001 -4.6757
H -2.0154 -6.7849 1.0318
H 0.3331 -7.3886 0.3540
H 1.6948 -5.5682 -0.7474